[1]
{
  "formula": "C22H42N4O7P2SV",
  "method": "the ωB97M-V functional and the def2-TZVPD basis",
  "gap_ev": [7.937, 8.997],
  "spin_multiplicity": 3,
  "s_squared": 2.033,
  "charge": 1,
  "relative_energy_ev": 0.654,
  "max_force_ha_per_bohr": 0.0175,
  "species": ["V", "C", "C", "C", "C", "C", "C", "C", "C", "C", "C", "C", "C", "C", "C", "C", "C", "C", "H", "H", "H", "H", "H", "H", "H", "H", "H", "H", "H", "H", "H", "H", "H", "H", "H", "H", "H", "H", "H", "H", "H", "H", "H", "H", "H", "H", "H", "C", "C", "O", "P", "O", "O", "O", "P", "O", "O", "O", "H", "H", "H", "H", "H", "H", "H", "C", "C", "N", "N", "C", "S", "N", "N", "H", "H", "H", "H", "H", "H"],
  "coordinates": [[-0.20170, 0.32961, 0.28255], [-0.45269, -1.00469, 2.11082], [0.42823, -1.71017, 1.21780], [1.57257, -0.86689, 1.03524], [1.35039, 0.28897, 1.86491], [0.13774, 0.18063, 2.56992], [-0.38893, 1.06506, 3.68126], [0.29923, 2.42864, 3.69517], [-0.06094, 0.33822, 4.99737], [-1.90667, 1.24028, 3.57368], [2.91757, -0.97831, 0.29841], [3.96374, -1.49690, 1.29821], [3.37333, 0.41599, -0.16892], [2.91930, -1.85407, -0.95300], [0.14615, -3.18719, 0.88074], [1.32684, -4.01866, 1.41098], [-0.11525, -3.50868, -0.59600], [-1.09475, -3.67269, 1.64538], [-1.41390, -1.37513, 2.42643], [2.02748, 1.12390, 1.94351], [1.37984, 2.33280, 3.81697], [-0.07336, 3.01513, 4.53623], [0.10556, 2.99112, 2.78307], [1.01534, 0.19045, 5.10562], [-0.54568, -0.63881, 5.03696], [-0.41249, 0.92894, 5.84517], [-2.18673, 1.71146, 2.63099], [-2.26239, 1.86698, 4.39319], [-2.42530, 0.28285, 3.64984], [4.03286, -0.83258, 2.16203], [4.94483, -1.53453, 0.82079], [3.72343, -2.49434, 1.66080], [3.56251, 1.09945, 0.65856], [2.64106, 0.86675, -0.84347], [4.31065, 0.31408, -0.71722], [2.70761, -2.89829, -0.74957], [3.90937, -1.80822, -1.40935], [2.20437, -1.48420, -1.69362], [2.23506, -3.87839, 0.83075], [1.06811, -5.07805, 1.36857], [1.54271, -3.76474, 2.45114], [0.57640, -3.03375, -1.27811], [-1.12575, -3.20963, -0.87572], [-0.04004, -4.58754, -0.74732], [-0.95994, -3.59949, 2.72630], [-1.25817, -4.72393, 1.40352], [-1.99327, -3.12633, 1.35753], [-1.27916, 4.62061, -2.30116], [-0.22562, 3.63057, -1.81932], [1.09957, 4.07407, -2.13170], [-0.23561, 3.42287, -0.00763], [1.28078, 3.17553, 0.34170], [-0.59811, 4.80038, 0.66250], [-1.08366, 2.29676, 0.49388], [-0.41989, 1.96345, -2.58629], [-2.01112, 1.76458, -2.64833], [0.19735, 1.99006, -3.92455], [0.11603, 0.93895, -1.57474], [-1.02395, 5.61889, -1.94997], [-2.27291, 4.35397, -1.93868], [-1.29690, 4.63261, -3.39208], [1.30196, 3.77505, -3.03373], [1.86758, 3.52754, -0.35531], [-1.48305, 4.87494, 1.04318], [-2.36365, 2.07025, -3.49567], [-2.38773, -1.28239, -5.50674], [-2.85201, -1.07511, -4.11588], [-4.07381, -0.88055, -3.72466], [-3.97317, -0.74791, -2.37785], [-2.72244, -0.84040, -1.91976], [-2.35238, -0.72548, -0.25278], [-2.00086, -1.05640, -3.03367], [-0.62668, -1.30853, -3.14866], [-3.25003, -1.27746, -6.16723], [-1.86595, -2.23565, -5.59572], [-1.70311, -0.48875, -5.81305], [-4.78900, -0.57618, -1.81392], [-0.21601, -1.07151, -2.25379], [-0.26075, -0.60986, -3.79647]]
}

***

[2]
{
  "formula": "C5H6O2",
  "method": "the ωB97M-V functional and the def2-TZVPD basis",
  "gap_ev": 8.653,
  "relative_energy_ev": 6.160,
  "max_force_ha_per_bohr": 0.0114,
  "species": ["C", "C", "O", "C", "C", "O", "C", "H", "H", "H", "H", "H", "H"],
  "coordinates": [[-0.17281, 1.51286, 0.88900], [-0.22461, 0.27205, 0.06624], [-1.22252, 0.10482, -0.94650], [-0.30552, -0.92266, -1.38199], [0.86613, -0.37032, -0.79927], [1.16131, -1.45763, 0.71980], [-0.09049, -1.15733, 0.52587], [-1.11626, 1.64031, 1.42744], [-0.00593, 2.38752, 0.25487], [0.64416, 1.42779, 1.61110], [-0.50845, -1.48763, -2.28389], [1.91556, -0.24207, -1.05133], [-0.94058, -1.70771, 0.96865]]
}

***

[3]
{
  "formula": "C6H13NS",
  "method": "the ωB97M-V functional and the def2-TZVPD basis",
  "gap_ev": 8.749,
  "smiles": "C[C@@H](S)[C@@]1(C)CN1C",
  "relative_energy_ev": 4.243,
  "max_force_ha_per_bohr": 0.0863,
  "species": ["C", "C", "C", "C", "C", "C", "H", "H", "H", "H", "H", "H", "H", "H", "H", "H", "H", "H", "H", "N", "S"],
  "coordinates": [[1.17138, 1.89338, -0.10679], [1.35452, 0.37322, -0.34039], [0.13209, -0.41344, 0.21104], [-0.02035, -1.73864, -0.41880], [-0.42252, -0.25231, 1.52019], [-2.42810, 0.08620, -0.21528], [0.05957, 2.25388, -0.28735], [2.00688, 2.60317, -0.62550], [1.18347, 2.18919, 0.96741], [1.31894, 0.28971, -1.40888], [3.72928, -0.51069, -1.08812], [-0.81445, -2.32742, 0.11629], [0.77203, -2.40178, -0.50558], [-0.35141, -1.58128, -1.42476], [-0.05891, 0.51348, 2.03814], [-0.90949, -1.06680, 1.97843], [-2.58051, -0.95203, -0.00069], [-2.59406, 0.34797, -1.26299], [-3.27680, 0.84875, 0.10488], [-1.15051, 0.33160, 0.36965], [2.87895, -0.48618, 0.37908]]
}

***

[4]
{
  "formula": "C15H18I2N4O4Pd",
  "method": "the ωB97M-V functional and the def2-TZVPD basis",
  "gap_ev": [7.181, 5.615],
  "spin_multiplicity": 3,
  "s_squared": 2.027,
  "max_force_ha_per_bohr": 0.0190,
  "species": ["Pd", "N", "C", "C", "O", "N", "C", "C", "O", "O", "H", "H", "H", "H", "H", "H", "I", "I", "C", "N", "N", "C", "O", "C", "C", "C", "C", "C", "C", "C", "C", "C", "H", "H", "H", "H", "H", "H", "H", "H", "H", "H", "H", "H"],
  "coordinates": [[2.11982, 1.37850, 0.34969], [1.50896, 3.00302, 2.20305], [0.42737, 3.65761, 1.45304], [0.93482, 4.01145, 0.06959], [0.91007, 5.14152, -0.36398], [1.44769, 2.93207, -0.64623], [2.33580, 3.22477, -1.70920], [3.82625, 2.96214, -1.16007], [4.74267, 3.38861, -1.80765], [3.85730, 2.30280, -0.04711], [1.17762, 2.66872, 3.09851], [2.28091, 3.63802, 2.37120], [0.04644, 4.57051, 1.90898], [-0.38895, 2.94023, 1.34750], [2.28053, 4.25729, -2.04208], [2.20872, 2.53940, -2.54565], [3.25210, -0.56514, 1.62129], [2.05061, -3.39108, 0.59542], [-1.34355, -3.58789, -1.22472], [-0.86418, -2.21461, -1.30432], [-0.83057, -1.41048, -0.18570], [0.10636, -0.43606, -0.35907], [0.28005, 0.44910, 0.53491], [0.69647, -0.66356, -1.62249], [0.10624, -1.78489, -2.14034], [0.45372, -2.55107, -3.36477], [-1.82946, -1.45205, 0.82282], [-1.43565, -1.41635, 2.15170], [-2.40726, -1.43632, 3.14050], [-3.75227, -1.50907, 2.80576], [-4.13343, -1.54895, 1.47091], [-3.17232, -1.50919, 0.47282], [-1.93442, -3.70814, -0.32292], [-0.50319, -4.28069, -1.18315], [-1.96915, -3.80840, -2.08755], [1.49904, -0.10807, -2.07209], [1.19257, -2.00426, -3.94391], [-0.42401, -2.73208, -3.98648], [0.88371, -3.51682, -3.08751], [-0.38257, -1.37730, 2.39613], [-2.10951, -1.40803, 4.18059], [-4.50513, -1.53637, 3.58260], [-5.18037, -1.59792, 1.20170], [-3.45986, -1.51101, -0.57170]]
}